{
  "formula": "C20H57AlBN6O5P2",
  "method": "wB97M-V/def2-TZVPD",
  "e_homo_ev": -3.91,
  "total_charge": -1,
  "gap_ha": 0.152,
  "elements": ["C", "C", "O", "B", "O", "Al", "C", "C", "C", "C", "C", "O", "C", "H", "H", "H", "H", "H", "H", "H", "H", "H", "H", "H", "H", "H", "H", "H", "H", "H", "H", "H", "H", "H", "O", "P", "N", "C", "C", "N", "C", "C", "N", "C", "C", "H", "H", "H", "H", "H", "H", "H", "H", "H", "H", "H", "H", "H", "H", "H", "H", "H", "H", "O", "P", "N", "C", "C", "N", "C", "C", "N", "C", "C", "H", "H", "H", "H", "H", "H", "H", "H", "H", "H", "H", "H", "H", "H", "H", "H", "H", "H"],
  "positions_angstrom": [[5.10551, 2.55695, -4.23377], [3.97320, 2.95550, -3.10085], [2.58380, 2.87949, -3.58215], [2.21590, 4.04140, -4.41823], [3.07801, 5.26076, -4.60591], [0.37113, 3.87871, -5.40369], [-1.08909, 4.83111, -4.29967], [-2.35136, 3.78977, -4.19099], [-3.79761, 4.48167, -3.84912], [-5.02485, 3.42119, -4.20387], [-6.42159, 3.75710, -3.34952], [-7.52787, 3.91310, -4.31351], [-8.25178, 2.65265, -4.53822], [6.11721, 3.07016, -3.87064], [5.18089, 1.38350, -4.29560], [4.89406, 2.98582, -5.30234], [4.07001, 2.12518, -2.24909], [4.22725, 3.98089, -2.55164], [3.29460, 5.27714, -5.60061], [0.48361, 4.36457, -6.90472], [-0.05764, 2.32453, -5.47329], [-0.61405, 5.03410, -3.22360], [-1.32385, 5.84612, -4.83258], [-2.47568, 3.24597, -5.23791], [-2.12317, 2.93372, -3.39706], [-3.95966, 5.52586, -4.39036], [-3.90404, 4.70157, -2.68462], [-4.71915, 2.32362, -3.88508], [-5.33843, 3.45665, -5.33789], [-6.64323, 2.91737, -2.53078], [-6.32314, 4.76699, -2.72314], [-8.18975, 1.87896, -3.66296], [-9.40537, 2.93378, -4.65169], [-7.94263, 2.08401, -5.53003], [4.99816, 0.29821, 0.19143], [4.44521, -0.93066, 0.95388], [6.00581, -1.39861, 1.47789], [7.07490, -1.70231, 0.53700], [6.53784, -0.49916, 2.50905], [3.93238, -1.76720, -0.43431], [4.51299, -2.98904, -0.96310], [3.40708, -0.96666, -1.53638], [3.80951, -2.34344, 1.83044], [2.61276, -1.96307, 2.58584], [4.59059, -3.29072, 2.62179], [7.99536, -1.97773, 1.06929], [7.30338, -0.86557, -0.12945], [6.84108, -2.57947, -0.06186], [5.77803, -0.30716, 3.27611], [6.84514, 0.46646, 2.09065], [7.39474, -0.94760, 3.02404], [5.37093, -2.78453, -1.61126], [3.77180, -3.53695, -1.56150], [4.82209, -3.68527, -0.18191], [4.21432, -0.54496, -2.14783], [2.79007, -0.14057, -1.15927], [2.75632, -1.55978, -2.19141], [2.87546, -1.35256, 3.45636], [2.05127, -2.84226, 2.92225], [1.93411, -1.37853, 1.95445], [5.01118, -2.83065, 3.52091], [5.39861, -3.74496, 2.03909], [3.96323, -4.13233, 2.93993], [-0.90261, -1.86936, 3.41867], [-2.42086, -1.71586, 3.68057], [-2.31933, -2.53884, 5.17771], [-1.82496, -3.90520, 5.27311], [-1.65584, -1.73299, 6.21005], [-2.91008, -2.72279, 2.40126], [-3.53232, -4.02912, 2.52740], [-2.10653, -2.68707, 1.18289], [-4.16631, -1.53939, 3.98166], [-4.59138, -0.17465, 3.65872], [-4.88736, -1.99423, 5.16778], [-1.83509, -4.25096, 6.31560], [-0.80764, -4.01582, 4.88670], [-2.47923, -4.60250, 4.75500], [-2.05848, -0.71298, 6.21450], [-0.57402, -1.66703, 6.04503], [-1.83428, -2.14324, 7.21028], [-2.78921, -4.82430, 2.64343], [-4.12333, -4.25953, 1.63003], [-4.23803, -4.08515, 3.35769], [-1.21237, -3.31625, 1.27204], [-1.78749, -1.66144, 0.95567], [-2.67952, -3.02893, 0.31160], [-4.23678, 0.53592, 4.41297], [-5.68214, -0.09913, 3.58145], [-4.18493, 0.13078, 2.68794], [-4.60221, -1.43613, 6.06454], [-4.74484, -3.06437, 5.35016], [-5.96849, -1.87224, 5.02860]],
  "forces_ev_per_a": [[0.032, 0.596, 0.477], [0.929, -1.011, 1.335], [2.258, 3.185, -0.838], [0.849, -0.314, 0.346], [0.275, -2.397, -1.249], [-0.738, -0.253, 0.438], [-0.299, -0.095, 1.027], [-0.295, 0.523, -0.447], [-0.590, -0.637, 0.596], [-0.552, 0.244, 0.900], [1.067, 0.235, 0.212], [-0.080, -2.256, 1.440], [-1.355, -0.283, -0.554], [-1.969, -1.444, -0.778], [0.039, 2.411, 0.084], [0.142, -0.794, 2.118], [-0.206, 1.757, -1.766], [-0.612, -2.024, -1.559], [-0.864, 0.113, 2.275], [0.018, 0.447, -0.656], [-0.115, -0.334, 0.008], [-1.284, -0.190, -2.132], [-0.038, -1.753, 1.176], [0.227, 1.029, 2.116], [-0.471, 1.848, -1.679], [0.389, -2.319, 0.932], [0.415, -0.392, -2.308], [-0.344, 2.242, -0.904], [0.787, -0.156, 2.249], [0.298, 1.612, -1.897], [-0.231, -2.005, -1.655], [0.154, 1.608, -1.406], [2.478, -0.553, 0.178], [-0.326, 1.315, 1.955], [-2.824, 1.497, 2.193], [4.709, -3.099, -4.795], [1.819, -0.563, 1.245], [-0.041, -0.039, -0.324], [-0.406, -0.172, 0.069], [-1.056, 0.299, -1.267], [-0.614, -0.541, 0.561], [0.003, 0.588, -0.042], [-1.308, 1.078, 2.231], [-0.696, -0.310, -0.177], [0.592, 0.060, 0.150], [-0.224, 0.229, 0.186], [0.069, 0.033, -0.070], [-0.170, 0.092, -0.106], [-0.054, 0.059, -0.051], [-0.047, 0.011, 0.020], [-0.061, -0.103, -0.163], [0.036, 0.103, -0.049], [0.042, 0.193, 0.032], [0.061, 0.196, 0.105], [-0.068, 0.103, -0.047], [0.337, -0.164, -0.157], [0.187, -0.159, 0.246], [-0.181, -0.112, 0.126], [0.124, 0.127, -0.033], [0.083, 0.025, 0.005], [0.126, -0.161, 0.085], [-0.094, 0.428, 0.076], [-0.411, 0.342, -0.065], [-0.547, 3.767, -0.575], [0.888, -7.355, 0.231], [-0.093, -0.547, 2.106], [0.034, -0.216, -0.248], [-0.346, 0.210, -0.184], [0.248, 0.013, -1.708], [-0.920, 0.380, 0.010], [0.490, 0.273, -0.051], [-0.336, 2.746, 0.537], [-0.492, 0.145, -0.548], [0.220, -0.220, 0.562], [0.042, 0.371, -0.057], [0.086, -0.067, 0.000], [0.042, 0.080, -0.197], [0.049, 0.029, -0.075], [-0.020, 0.044, -0.017], [-0.059, -0.113, -0.165], [0.115, 0.010, -0.012], [0.170, 0.100, 0.048], [0.167, 0.134, 0.088], [0.077, 0.052, -0.076], [0.036, -0.365, 0.152], [-0.146, -0.041, 0.325], [-0.214, 0.113, -0.031], [0.151, -0.072, 0.091], [0.109, -0.066, 0.049], [-0.112, -0.112, 0.145], [0.299, 0.337, -0.056], [0.145, 0.372, -0.358]],
  "mulliken_charge": [-0.8276, 0.0296, -0.2820, 0.0207, -0.4796, 0.1835, -0.4817, -0.6579, -0.4363, -0.3737, -0.3588, -0.3604, -0.5570, 0.2606, 0.2289, 0.2474, 0.0201, 0.2230, 0.2735, -0.2871, -0.2949, 0.1810, 0.2467, 0.1784, 0.1551, 0.2376, 0.2505, 0.2141, 0.2534, 0.2615, 0.2621, 0.2529, 0.2040, 0.2122, -0.9123, 0.8162, 0.2374, -1.0731, -1.2207, 0.3177, -1.0682, -1.0364, 0.1732, -1.1780, -1.0189, 0.3886, 0.2779, 0.2770, 0.3659, 0.3257, 0.3333, 0.3704, 0.3716, 0.2555, 0.2859, 0.2987, 0.3700, 0.3276, 0.3768, 0.3344, 0.3289, 0.3046, 0.3753, -0.7650, 0.6858, 0.1939, -0.9563, -1.1677, 0.2775, -1.0693, -0.9193, 0.0124, -1.0635, -0.9845, 0.3994, 0.1566, 0.2812, 0.3698, 0.2824, 0.3417, 0.3720, 0.3857, 0.2444, 0.2612, 0.2914, 0.3255, 0.3423, 0.3642, 0.3395, 0.3169, 0.2900, 0.3872]
}


{
  "formula": "C10H21NSi",
  "method": "wB97M-V/def2-TZVPD",
  "relative_energy_kcal_mol": 62.9,
  "smiles": "C=C[Si@@H](C)N1CCCCC1(C)C",
  "e_homo_ev": -8.10,
  "total_charge": 0,
  "gap_ha": 0.328,
  "elements": ["C", "C", "Si", "C", "N", "C", "C", "C", "C", "C", "C", "C", "H", "H", "H", "H", "H", "H", "H", "H", "H", "H", "H", "H", "H", "H", "H", "H", "H", "H", "H", "H", "H"],
  "positions_angstrom": [[3.62905, 1.50293, -1.33502], [2.48105, 1.13462, -0.70573], [1.86201, -0.46397, -0.05720], [2.64388, -0.75770, 1.59726], [0.10818, -0.13886, 0.18328], [-0.34950, 0.71576, 1.30878], [-1.53858, 1.62799, 0.91334], [-2.77730, 0.97345, 0.35674], [-2.15299, 0.28340, -0.89959], [-1.01426, -0.68825, -0.51496], [-1.63765, -1.76236, 0.44185], [-0.59665, -1.36750, -1.80606], [3.63767, 2.42155, -1.85558], [4.58885, 1.05090, -1.34692], [1.53257, 1.73017, -0.92046], [1.94935, -1.65528, -0.98194], [2.89769, 0.23562, 2.03480], [2.29623, -1.48598, 2.25928], [3.68713, -1.20489, 1.26331], [0.46280, 1.30740, 1.73864], [-0.81265, 0.07321, 2.10374], [-1.16152, 2.47162, 0.26057], [-1.78297, 2.15728, 1.81926], [-3.16600, 0.22056, 1.01430], [-3.68793, 1.56015, 0.04303], [-2.99281, -0.23507, -1.49443], [-1.62559, 1.02903, -1.47654], [-0.74556, -2.31669, 0.87254], [-2.31946, -2.54886, 0.15332], [-2.04395, -1.23885, 1.35837], [-0.21476, -2.39217, -1.49822], [0.29434, -0.73712, -2.25560], [-1.45067, -1.50206, -2.57416]],
  "forces_ev_per_a": [[-2.090, 0.060, 1.193], [0.388, 0.710, -2.126], [-2.133, -0.544, 0.876], [3.458, 0.617, -1.845], [0.840, 1.328, 0.278], [-1.293, -1.119, -0.455], [0.774, 2.509, 0.621], [0.567, -0.468, -2.329], [-1.448, -0.331, 0.486], [-2.311, -2.214, -0.297], [1.735, -0.020, 2.356], [1.349, -0.531, -1.138], [-0.059, 1.052, -0.573], [0.487, -1.007, 0.337], [1.514, -0.180, 0.312], [0.269, 0.570, 0.415], [-0.334, -0.863, 0.092], [-0.979, -0.814, 1.156], [-1.584, 0.934, 0.652], [-0.091, -0.096, -0.134], [0.901, 0.352, -0.163], [-0.443, -1.004, 0.179], [-0.132, 0.290, 0.703], [-0.160, -0.326, 0.462], [1.347, 0.157, 0.499], [1.611, 0.565, 0.642], [-0.427, 0.527, -0.658], [-0.846, 0.394, -0.519], [-0.497, 0.266, -0.765], [0.169, -0.874, -1.115], [-0.166, 1.108, -0.893], [-1.863, -1.378, 0.403], [1.445, 0.329, 1.347]],
  "mulliken_charge": [-0.7531, 0.1058, 0.0663, -1.0162, 0.3140, -0.6925, -0.7646, -0.6867, -1.2719, 1.2741, -1.4839, -1.5020, 0.2723, 0.2798, 0.1304, -0.1402, 0.3003, 0.4358, 0.2439, 0.5079, 0.2693, 0.2441, 0.4533, 0.3225, 0.3441, 0.4007, 0.4138, 0.2995, 0.3646, 0.3248, 0.3583, 0.2313, 0.3543]
}


{
  "formula": "C2H8N2S",
  "method": "wB97M-V/def2-TZVPD",
  "relative_energy_kcal_mol": 21.8,
  "e_homo_ev": [1.03, -5.14],
  "total_charge": -1,
  "spin_multiplicity": 2,
  "gap_ha": [0.085, 0.314],
  "elements": ["C", "S", "H", "H", "H", "N", "C", "N", "H", "H", "H", "H", "H"],
  "positions_angstrom": [[-2.35896, 0.60473, 0.58090], [-2.68294, -0.02594, -1.08632], [-1.32136, 0.42920, 0.86327], [-2.93459, 0.05359, 1.34143], [-2.63557, 1.64693, 0.73407], [1.28270, -0.31599, -0.54377], [2.47489, -0.45585, 0.05674], [3.52582, -1.11219, -0.27937], [0.94297, -0.79114, -1.36769], [1.00555, 0.66211, -0.52235], [2.57196, 0.20042, 0.93877], [4.06328, -1.31847, 0.55717], [-3.93375, 0.42262, -1.27283]],
  "forces_ev_per_a": [[-0.657, -0.401, 0.925], [1.012, -0.231, 0.030], [0.062, 0.155, -0.443], [-0.040, -0.003, -0.332], [0.211, 0.147, -0.337], [-0.503, 1.082, -0.475], [1.913, 0.375, 0.808], [-1.354, -1.410, -0.361], [0.631, -0.233, -0.048], [-0.659, -0.303, 0.087], [-0.579, -0.236, 0.067], [0.486, 0.724, -0.113], [-0.522, 0.333, 0.191]],
  "mulliken_charge": [-2.2422, -0.1137, 0.1451, 0.5066, 0.7432, -0.6510, -0.5295, -0.5732, 0.2807, 0.6115, 0.2899, 0.2948, 0.2378]
}